[1]
# C4H6ClN

A 2-piece molecular cluster, C4H6ClN overall (wB97M-V/def2-TZVPD, the Open Molecules 2025 dataset).

```
12
Properties=species:S:1:pos:R:3:forces:R:3
C -1.190 0.405 0.506 -2.5 -2.5 -1.9
C -1.983 -0.195 -0.358 1.8 -1.4 1.0
C 1.526 -0.924 0.187 1.6 0.8 0.9
C 2.086 -0.002 -0.544 -0.2 0.6 0.9
N -2.245 1.183 -0.170 0.0 3.3 -1.3
Cl 3.109 1.174 0.270 -0.2 -0.2 -0.7
H -0.438 0.426 1.237 0.7 0.4 0.5
H -2.280 -1.002 -1.067 0.3 0.9 0.9
H 0.916 -1.679 -0.103 -1.9 -1.8 -1.6
H 1.776 -0.995 1.203 0.4 0.0 1.4
H 1.766 0.166 -1.540 0.4 0.5 -0.9
H -3.045 1.443 0.378 -0.6 -0.5 0.8
```
Forces are in eV/Å.

Values from the calculation:
Kohn-Sham gap = 8.779 eV
energy above the lowest of the compared OMol25 structures with the same formula, charge and spin = 113.4 kcal per mole
E_HOMO = -0.284 Eh
largest force on an atom = 4.0 eV Å⁻¹

=====

[2]
# C3H6N2O2

A 2-piece molecular cluster, C3H6N2O2 overall (wB97M-V/def2-TZVPD, the Open Molecules 2025 dataset).

```
13
Properties=species:S:1:pos:R:3:forces:R:3
C -2.244 0.980 0.426 -5.4 -2.1 0.2
C -1.712 -0.088 -0.345 -0.1 -1.2 2.4
C 0.910 0.987 -1.058 -1.6 -0.6 -0.8
N -1.034 -2.273 0.178 -0.5 1.2 1.3
N -1.271 -1.162 -0.672 1.5 -3.8 -0.8
O -1.994 0.992 -0.988 -1.2 2.8 -2.4
O 1.089 0.131 -0.228 1.0 1.0 -0.1
H -3.389 0.942 0.726 2.3 0.0 -0.8
H -1.771 1.632 1.013 2.5 2.4 2.0
H -0.078 1.129 -1.540 0.2 -0.3 0.3
H -0.218 -2.813 -0.148 -0.7 0.9 0.4
H 1.580 1.687 -1.544 1.5 0.1 0.5
H -1.033 -2.032 1.226 0.4 -0.5 -2.2
```
Forces are in eV/Å.

Values from the calculation:
Kohn-Sham gap = 9.433 eV
energy above the lowest of the compared OMol25 structures with the same formula, charge and spin = 145.1 kcal per mole
E_HOMO = -0.316 Eh
largest force on an atom = 5.8 eV Å⁻¹

=====

[3]
# C4H6N2O

An isolated molecule of C4H6N2O (wB97M-V/def2-TZVPD, the Open Molecules 2025 dataset).

```
13
Properties=species:S:1:pos:R:3:forces:R:3
C 2.134 -0.888 -0.242 0.0 -0.1 0.1
C 0.665 -0.600 -0.080 -0.2 -0.3 -0.2
N -0.145 -1.112 -0.969 0.5 0.2 -0.2
O -1.380 -0.483 -0.812 -0.3 0.4 -0.5
C -1.239 0.434 0.146 -0.1 0.0 -0.6
N -2.187 1.417 0.370 -0.3 -0.3 -0.2
C -0.023 0.365 0.747 -0.8 -0.7 0.1
H 2.298 -1.374 -1.210 -0.1 0.0 0.3
H 2.697 0.054 -0.242 -0.2 -0.2 0.1
H 2.546 -1.522 0.546 -0.1 0.1 0.0
H -3.124 1.156 0.104 -0.1 -0.1 -0.1
H -1.899 2.250 -0.138 -0.2 0.0 0.4
H -0.344 0.302 1.779 1.8 0.9 0.9
```
Forces are in eV/Å.

Values from the calculation:
Kohn-Sham gap = 10.015 eV
energy above the lowest of the compared OMol25 structures with the same formula, charge and spin = 70.7 kcal per mole
E_HOMO = -0.336 Eh
largest force on an atom = 2.2 eV Å⁻¹

=====

[4]
# C4H3BrOS

A 2-piece molecular cluster, C4H3BrOS overall (wB97M-V/def2-TZVPD, the Open Molecules 2025 dataset).

```
10
Properties=species:S:1:pos:R:3:forces:R:3
C -0.014 0.038 -0.064 -3.6 -0.2 0.5
C 1.342 0.259 0.185 0.3 -3.1 -0.8
C -0.406 -1.303 -0.036 3.3 1.2 -0.7
C 1.977 -0.933 0.135 2.4 -0.1 -0.2
O 4.227 -0.977 0.121 -4.4 -2.9 0.3
S 1.024 -2.334 -0.087 0.4 1.0 0.6
Br 4.816 0.594 0.034 0.9 2.8 -0.1
H -0.777 0.882 -0.179 1.3 -1.3 0.3
H 1.775 1.157 0.329 1.5 2.9 0.3
H -1.243 -1.880 -0.243 -1.9 -0.2 -0.3
```
Forces are in eV/Å.

Values from the calculation:
Kohn-Sham gap (spin up / spin down) = 7.334 / 7.340 eV
energy above the lowest of the compared OMol25 structures with the same formula, charge and spin = 127.2 kcal per mole
E_HOMO (spin up / spin down) = -0.337 / -0.337 Eh
largest force on an atom = 5.3 eV Å⁻¹